Record 1
ORCA calculation (ωB97M-V with the def2-TZVPD basis set) on one molecule with the formula C3H3N.

Atoms and positions in Å:
C  -0.0908  1.0135  0.3172
C  -0.3572  -0.1434  -0.2359
C  0.4941  -1.2663  -0.1767
N  1.1602  -2.2259  -0.1699
H  -0.7637  1.8899  0.2025
H  0.9011  1.1880  0.7523
H  -1.3437  -0.4558  -0.6894

* SMILES string: C=CC#N
* energy: -170.82459 Eh
* gap between HOMO and LUMO: 11.03 eV
* HOMO: -10.67 eV
* LUMO: 0.358 eV

***

Record 2
ORCA calculation (ωB97M-V with the def2-TZVPD basis set) on a 9-piece molecular cluster, H18O9 overall.

Atoms and positions in Å:
O  0.2547  -0.5225  -0.6234
H  -0.2231  -0.2465  -1.4763
H  -0.0112  0.1349  0.0608
O  1.5142  -3.1530  -2.4689
H  1.4776  -2.8734  -3.3814
H  1.9018  -2.3373  -2.0449
O  2.1072  -0.0216  3.0470
H  2.8164  0.2993  3.4965
H  2.0375  -0.9841  3.0792
O  -0.2102  -1.7625  1.2225
H  0.2277  -1.6742  2.1462
H  -1.0470  -2.1680  1.5553
O  -4.1105  1.2708  1.2468
H  -3.4387  0.9058  1.7769
H  -4.8128  0.6248  1.3576
O  -2.1309  1.3931  -2.2723
H  -2.8813  1.9033  -2.0869
H  -2.3847  0.6749  -2.8629
O  1.6570  4.9056  -0.7830
H  1.4766  5.8177  -0.4124
H  0.9784  4.2717  -0.5660
O  -2.6159  -2.0267  0.0441
H  -1.9423  -2.7228  0.3176
H  -2.1821  -1.1899  0.1118
O  3.4989  -0.1112  -0.2814
H  3.7111  -0.1783  0.6299
H  4.3316  -0.2300  -0.8324

* SMILES string: O.O.O.O.O.O.O.O.O
* energy: -687.86361 Eh
* gap between HOMO and LUMO: 10.37 eV
* HOMO: -10.21 eV
* LUMO: 0.160 eV

***

Record 3
ORCA calculation (ωB97M-V with the def2-TZVPD basis set) on one molecule with the formula C6H11PS.

Atoms and positions in Å:
C  -2.9097  1.1406  -0.6227
C  -1.6806  0.5812  -0.4165
S  -0.4801  1.4162  0.4983
C  1.1625  0.0125  0.3630
C  1.0846  -0.6446  1.7319
P  2.4231  1.2736  -0.0620
C  0.8592  -0.7954  -0.7417
C  0.1224  -1.9095  -0.7907
H  -3.4642  0.7805  -1.5170
H  -3.2648  1.9958  -0.0765
H  -1.2665  -0.2520  -0.9895
H  0.3982  0.0289  2.3626
H  0.6418  -1.7541  1.7622
H  2.0641  -0.6858  2.0831
H  1.9391  2.3403  0.9150
H  1.5235  1.6446  -1.2007
H  1.3065  -0.4835  -1.7395
H  -0.1265  -2.4832  -1.7663
H  -0.3325  -2.2061  0.2071

* SMILES string: C=CS[C@](C)(P)C=C
* energy: -974.60010 Eh
* gap between HOMO and LUMO: 7.81 eV
* HOMO: -7.84 eV
* LUMO: -0.023 eV